No. 1
38
Properties=species:S:1:pos:R:3 method="wB97M-V/def2-TZVPD" spin_multiplicity=3 total_charge=+1 energy_ev=-93181.9240 gap_ev="6.99 / 7.93" homo_energy_ev="-11.794 / -11.833" e_above_lowest_kcal_mol=0.0
V 0.30 0.32 -0.80
Cl 1.40 -4.67 -5.74
C 1.48 -3.40 -4.57
C 0.33 -3.02 -3.91
C 0.45 -2.00 -2.99
Cl -0.96 -1.43 -2.10
C 1.64 -1.34 -2.71
O 1.67 -0.35 -1.81
C 2.78 -1.76 -3.39
Cl 4.28 -0.99 -3.08
C 2.70 -2.78 -4.32
H -0.62 -3.50 -4.10
H 3.59 -3.10 -4.85
C 1.04 -1.62 1.32
Si 0.13 -0.26 2.24
C 1.31 0.69 3.33
C -1.34 -0.93 3.16
N -0.41 0.77 0.89
C -1.22 1.91 0.97
C -1.66 2.57 2.12
C -2.44 3.71 2.01
C -2.79 4.22 0.77
C -2.36 3.60 -0.40
C -1.59 2.49 -0.23
F -1.07 1.80 -1.36
H 1.49 -2.29 2.06
H 1.88 -1.28 0.71
H 0.38 -2.25 0.71
H 1.73 0.03 4.09
H 0.84 1.52 3.84
H 2.15 1.08 2.74
H -1.01 -1.64 3.92
H -2.02 -1.46 2.49
H -1.91 -0.15 3.67
H -1.39 2.18 3.10
H -2.78 4.21 2.90
H -3.40 5.11 0.70
H -2.60 3.98 -1.39

No. 2
9
Properties=species:S:1:pos:R:3 method="wB97M-V/def2-TZVPD" total_charge=0 energy_ev=-16434.4088 gap_ev=8.46 homo_energy_ev=-8.157 e_above_lowest_kcal_mol=93.1
C -0.25 -0.53 0.53
C -2.09 0.67 0.30
N 0.93 -0.36 0.22
N 1.92 0.06 -0.66
O -2.10 1.81 0.49
P -2.39 -0.89 -0.31
H -0.57 -0.69 1.46
H 2.82 -0.10 -0.35
H 1.73 0.02 -1.67

No. 3
30
Properties=species:S:1:pos:R:3 method="wB97M-V/def2-TZVPD" spin_multiplicity=2 total_charge=+1 energy_ev=-20789.4977 gap_ev="10.18 / 3.29" homo_energy_ev="-13.673 / -13.672" e_above_lowest_kcal_mol=13.2
O 0.55 -1.53 4.47
H 0.59 -1.04 3.65
H 0.17 -0.91 5.09
O -1.39 -0.25 2.73
H -1.83 -1.09 2.87
H -1.57 0.25 3.52
O 1.23 2.45 -0.46
H 1.54 2.09 -1.29
H 0.93 1.69 0.04
O -0.10 0.15 0.30
H -0.31 -0.53 -0.33
H -0.55 -0.11 1.10
O 1.53 1.05 3.24
H 0.87 1.27 2.59
H 2.36 1.15 2.78
O 1.56 -2.01 -2.43
H 0.65 -1.92 -2.17
H 2.03 -2.24 -1.63
O -1.31 -1.73 -1.48
H -1.14 -2.51 -2.02
H -2.14 -1.91 -1.05
O 1.82 0.64 -2.41
H 1.73 -0.31 -2.47
H 1.62 0.96 -3.29
O -1.69 0.06 -3.75
H -1.34 -0.60 -4.34
H -1.23 -0.07 -2.93
O -1.82 2.54 -0.25
H -1.40 2.59 0.61
H -1.34 1.86 -0.71

No. 4
9
Properties=species:S:1:pos:R:3 method="wB97M-V/def2-TZVPD" total_charge=+1 energy_ev=-15487.4288 gap_ev="8.27 / 8.92" homo_energy_ev="-15.459 / -15.812" e_above_lowest_kcal_mol=122.4
C -0.43 -0.43 -0.94
C 0.91 0.98 0.03
C -0.59 -0.94 0.44
N 0.32 0.61 -1.10
S 0.74 -0.09 1.30
H -0.86 -0.74 -1.90
H 2.10 3.02 0.65
H -1.49 -0.44 0.83
H -0.71 -1.99 0.69

No. 5
97
Properties=species:S:1:pos:R:3 method="wB97M-V/def2-TZVPD" total_charge=+1 energy_ev=-224616.8048 gap_ev=9.11 homo_energy_ev=-11.838 e_above_lowest_kcal_mol=0.0
C -5.62 2.53 2.33
C -5.10 2.13 0.98
N -5.42 2.79 -0.04
C -4.21 0.89 0.89
N -3.19 0.84 1.95
C -1.98 1.51 1.90
C -1.59 2.38 0.79
Br -2.05 4.19 1.07
C -0.96 1.93 -0.29
C -0.61 0.50 -0.53
Br -0.45 3.10 -1.65
C -1.31 1.21 3.06
C 0.00 1.70 3.50
C 0.23 2.21 4.78
C 1.50 2.69 5.06
C 2.48 2.64 4.07
N 2.28 2.14 2.85
C 1.06 1.68 2.59
N -2.12 0.37 3.79
B -1.83 -0.30 5.16
O -2.49 0.22 6.22
N -0.97 -1.42 5.29
C 0.03 -1.61 4.23
C -1.73 -2.66 5.56
C -3.25 0.17 3.10
S -4.55 -0.90 3.60
H -6.13 3.48 2.25
H -4.80 2.64 3.05
H -6.29 1.76 2.73
H -5.00 2.41 -0.90
H -4.83 0.01 1.01
H -3.70 0.90 -0.07
H -1.23 -0.18 0.06
H 0.44 0.29 -0.29
H -0.75 0.25 -1.58
H -0.57 2.24 5.51
H 1.73 3.11 6.03
H 3.46 3.05 4.27
H 0.90 1.26 1.60
H -3.13 0.90 6.00
H 0.88 -0.95 4.40
H 0.43 -2.63 4.30
H -0.36 -1.49 3.22
H -1.11 -3.34 6.15
H -1.98 -3.17 4.63
H -2.64 -2.45 6.11
H -5.20 0.00 4.35
C 5.38 0.96 6.52
C 5.83 -0.34 7.16
O 4.67 -1.16 7.02
C 3.94 -0.70 5.98
O 3.01 -1.27 5.51
O 4.41 0.50 5.57
H 6.17 1.50 6.01
H 4.89 1.62 7.23
H 6.66 -0.81 6.62
H 6.09 -0.25 8.21
C 3.59 1.86 -1.54
C 3.55 1.29 -0.13
O 2.86 0.04 -0.34
C 2.99 -0.32 -1.63
O 2.63 -1.37 -2.07
O 3.55 0.67 -2.35
H 4.47 2.45 -1.75
H 2.69 2.44 -1.77
H 4.54 1.08 0.26
H 3.00 1.89 0.58
C 3.83 -2.50 -5.02
C 2.49 -2.31 -5.69
O 2.86 -1.93 -7.02
C 4.11 -2.40 -7.27
O 4.63 -2.39 -8.33
O 4.67 -2.87 -6.13
H 3.83 -3.28 -4.27
H 4.21 -1.58 -4.58
H 1.92 -3.24 -5.74
H 1.89 -1.53 -5.23
C -2.06 -0.11 -4.64
C -3.39 0.06 -5.35
O -4.29 0.24 -4.23
C -3.60 0.70 -3.19
O -4.06 1.10 -2.16
O -2.27 0.64 -3.43
H -1.22 0.31 -5.19
H -1.85 -1.14 -4.39
H -3.43 0.96 -5.96
H -3.66 -0.81 -5.94
C 0.11 -2.53 -8.04
C -0.50 -3.18 -9.26
O -1.89 -3.27 -8.89
C -2.14 -2.34 -7.96
O -3.23 -2.04 -7.57
O -1.00 -1.78 -7.51
H 0.94 -1.87 -8.26
H 0.42 -3.26 -7.29
H -0.42 -2.55 -10.15
H -0.11 -4.17 -9.48

No. 6
67
Properties=species:S:1:pos:R:3 method="wB97M-V/def2-TZVPD" total_charge=0 energy_ev=-259017.7291 gap_ev=8.85 homo_energy_ev=-8.817 e_above_lowest_kcal_mol=0.0
F 2.74 6.42 -0.37
C 1.93 5.49 -0.92
C 0.71 5.26 -0.33
C -0.11 4.35 -0.90
C 0.23 3.59 -2.03
C 1.49 3.83 -2.58
C 2.39 4.77 -2.00
H 0.52 5.82 0.56
H -1.05 4.13 -0.43
H -0.40 2.87 -2.52
H 1.77 3.35 -3.50
H 3.30 5.01 -2.54
F 3.03 -3.93 -1.06
C 1.85 -4.45 -0.55
C 1.34 -3.89 0.58
C 0.15 -4.43 1.06
C -0.50 -5.49 0.39
C 0.05 -5.98 -0.77
C 1.24 -5.48 -1.26
H 1.85 -3.13 1.13
H -0.20 -4.15 2.06
H -1.41 -5.88 0.79
H -0.46 -6.83 -1.23
H 1.62 -5.78 -2.24
F -2.81 5.41 5.41
C -3.52 4.29 5.26
C -3.14 3.36 4.33
C -3.89 2.22 4.20
C -5.06 2.08 4.95
C -5.44 3.00 5.89
C -4.70 4.17 6.02
H -2.22 3.45 3.83
H -3.55 1.43 3.55
H -5.62 1.15 4.94
H -6.31 2.79 6.49
H -4.99 4.94 6.70
C 4.61 -1.07 -0.16
C 3.87 0.22 -0.52
C 2.37 -0.02 -0.77
O 1.77 1.03 -0.04
C 2.66 1.58 0.77
O 2.45 2.51 1.55
O 3.89 1.08 0.57
H 4.58 -1.82 -0.95
H 4.04 -1.43 0.71
H 5.62 -0.90 0.22
H 4.38 0.68 -1.39
H 1.95 -1.01 -0.47
H 2.11 0.21 -1.79
C -1.54 -4.23 -3.49
C -0.64 -3.20 -2.84
C 0.67 -2.93 -3.54
O 0.92 -1.60 -3.15
C -0.26 -0.97 -2.93
O -0.35 0.22 -2.71
O -1.24 -1.85 -2.94
H -2.44 -4.42 -2.88
H -1.05 -5.19 -3.40
H -1.77 -4.08 -4.55
H -0.46 -3.41 -1.78
H 0.50 -2.93 -4.62
H 1.38 -3.66 -3.20
C -1.65 0.76 0.17
Br -1.61 -1.20 0.61
Br -0.98 1.82 1.61
Br -3.50 1.22 -0.26
H -1.08 0.84 -0.73

No. 7
71
Properties=species:S:1:pos:R:3 method="wB97M-V/def2-TZVPD" smiles="COCCCCCCCCCCCC1=CC(=O)C(C(=O)C(F)(F)C(F)(F)C(F)(F)C(=O)O)=C(C[C@@H]2CO2)C1=O" total_charge=0 energy_ev=-58113.9390 gap_ev=8.00 homo_energy_ev=-9.519
C 6.38 3.21 2.04
O 6.90 3.71 0.81
C 7.86 2.81 0.25
C 7.13 1.54 -0.38
C 7.72 0.23 0.25
C 6.68 -0.93 0.42
C 5.40 -0.50 1.20
C 4.05 -0.63 0.41
C 4.14 -0.34 -1.11
C 2.73 -0.06 -1.74
C 1.75 -1.20 -1.30
C 0.46 -1.27 -2.15
C -0.36 -2.58 -1.82
C -1.77 -2.19 -1.40
C -2.85 -2.32 -2.16
C -4.24 -1.88 -1.74
O -5.14 -2.03 -2.52
C -4.40 -1.30 -0.34
C -5.83 -0.88 0.05
O -6.67 -1.71 0.06
C -6.15 0.59 0.46
F -5.12 1.42 0.22
F -6.28 0.58 1.83
C -7.50 1.15 -0.08
F -8.56 0.42 0.26
F -7.68 2.37 0.52
C -7.55 1.40 -1.63
F -6.35 1.38 -2.22
F -8.35 0.49 -2.24
C -8.21 2.81 -1.87
O -7.58 3.73 -2.21
O -9.55 2.87 -1.60
C -3.35 -1.17 0.46
C -3.42 -0.64 1.89
C -4.31 -1.68 2.75
C -4.88 -1.09 4.06
O -3.75 -2.06 4.00
C -1.94 -1.58 -0.02
O -0.98 -1.39 0.66
H 6.26 4.02 2.79
H 5.36 2.81 1.85
H 6.97 2.37 2.45
H 8.60 2.51 1.03
H 8.34 3.39 -0.57
H 6.06 1.70 -0.19
H 7.38 1.54 -1.46
H 8.61 -0.11 -0.32
H 8.09 0.46 1.27
H 7.20 -1.67 1.07
H 6.48 -1.46 -0.53
H 5.51 0.54 1.57
H 5.31 -1.15 2.09
H 3.64 -1.64 0.61
H 3.36 0.13 0.83
H 4.54 -1.24 -1.63
H 4.79 0.51 -1.38
H 2.81 0.02 -2.84
H 2.33 0.91 -1.35
H 1.46 -1.12 -0.24
H 2.31 -2.15 -1.45
H 0.75 -1.33 -3.22
H -0.18 -0.37 -2.03
H 0.14 -3.09 -0.98
H -0.44 -3.24 -2.71
H -2.72 -2.78 -3.15
H -9.68 3.54 -0.90
H -2.44 -0.61 2.39
H -3.92 0.34 1.99
H -4.94 -2.40 2.19
H -4.57 -0.09 4.38
H -5.82 -1.59 4.33

No. 8
66
Properties=species:S:1:pos:R:3 method="wB97M-V/def2-TZVPD" total_charge=+1 energy_ev=-60700.6555 gap_ev=8.98 homo_energy_ev=-11.163
Na -0.27 0.35 1.87
C 0.13 -2.30 3.84
N -0.27 -0.93 4.13
C 0.51 -0.27 5.17
C 0.98 1.10 4.75
N 0.89 1.59 3.54
C 1.48 2.85 3.61
C 1.67 3.81 2.62
C 2.29 4.99 2.97
C 2.72 5.21 4.29
C 2.55 4.27 5.28
C 1.92 3.09 4.91
N 1.58 1.94 5.62
C -0.48 -2.75 2.55
N -0.88 -1.95 1.60
C -1.33 -2.78 0.57
C -1.85 -2.45 -0.68
C -2.21 -3.49 -1.51
C -2.06 -4.83 -1.11
C -1.54 -5.17 0.12
C -1.18 -4.12 0.95
N -0.64 -4.07 2.23
H -0.12 -3.01 4.63
H 1.22 -2.32 3.73
H -1.26 -0.91 4.36
H 1.39 -0.87 5.42
H -0.06 -0.17 6.11
H 1.34 3.63 1.60
H 2.45 5.75 2.23
H 3.21 6.15 4.53
H 2.89 4.45 6.29
H 1.75 1.77 6.59
H -1.97 -1.42 -0.99
H -2.63 -3.27 -2.48
H -2.36 -5.62 -1.79
H -1.42 -6.20 0.42
H -0.42 -4.85 2.82
C -3.47 -0.45 -5.64
C -1.98 -0.76 -5.66
S -1.16 0.15 -4.37
O -1.68 -0.30 -3.10
O -1.20 1.55 -4.69
C 0.55 -0.38 -4.46
C 1.47 0.64 -3.80
N 1.00 1.10 -2.49
C 0.88 0.33 -1.38
N 0.28 0.98 -0.40
C -0.04 2.22 -0.90
C 0.40 2.30 -2.18
N 0.36 3.47 -3.01
O -0.41 4.34 -2.68
O 1.13 3.54 -3.95
C 1.35 -1.07 -1.30
H -3.97 -1.00 -6.44
H -3.64 0.61 -5.80
H -3.91 -0.74 -4.69
H -1.51 -0.45 -6.60
H -1.77 -1.82 -5.48
H 0.82 -0.47 -5.52
H 0.59 -1.37 -4.00
H 1.57 1.52 -4.43
H 2.46 0.20 -3.68
H -0.54 2.98 -0.33
H 2.31 -1.21 -1.80
H 0.62 -1.75 -1.74
H 1.46 -1.35 -0.25

No. 9
72
Properties=species:S:1:pos:R:3 method="wB97M-V/def2-TZVPD" spin_multiplicity=3 total_charge=+3 energy_ev=-88914.6174 gap_ev="4.46 / 3.91" homo_energy_ev="-16.238 / -16.149"
V -0.24 0.12 -0.06
P 0.89 -0.79 -1.88
P 0.39 2.32 -0.64
P -1.47 -1.94 0.25
H -7.58 5.37 1.80
C -7.65 4.55 2.52
C -7.08 4.62 3.73
H -6.50 5.51 4.03
C -0.05 -0.77 -3.47
C 2.48 -0.09 -2.45
C 1.41 -2.55 -1.81
C -0.20 3.63 0.47
C 2.15 2.78 -0.78
C -0.32 2.85 -2.25
C -2.82 -1.95 1.48
C -0.54 -3.40 0.85
C -2.34 -2.60 -1.23
H -8.26 3.68 2.22
H -7.19 3.83 4.47
H 0.57 -1.28 -4.23
H -0.24 0.26 -3.78
H -1.00 -1.30 -3.36
H 2.92 -0.77 -3.19
H 3.18 -0.01 -1.60
H 2.35 0.90 -2.91
H 2.08 -2.75 -2.66
H 0.55 -3.23 -1.88
H 1.95 -2.74 -0.88
H 0.25 4.59 0.18
H 0.09 3.39 1.51
H -1.29 3.71 0.44
H 2.35 3.27 -1.75
H 2.80 1.90 -0.69
H 2.41 3.47 0.03
H -0.33 3.95 -2.28
H -1.35 2.48 -2.33
H 0.27 2.46 -3.09
H -3.28 -2.95 1.49
H -3.58 -1.20 1.23
H -2.42 -1.72 2.47
H -1.17 -4.29 0.78
H -0.26 -3.23 1.90
H 0.38 -3.56 0.28
H -3.11 -3.31 -0.89
H -1.65 -3.10 -1.91
H -2.84 -1.77 -1.76
C -3.02 1.75 1.32
C -3.72 1.48 0.12
C -4.86 2.19 -0.19
C -5.36 3.17 0.67
C -4.66 3.43 1.87
C -3.52 2.73 2.20
S -1.58 0.96 1.84
H -1.53 0.50 -0.68
H -3.36 0.71 -0.57
H -5.40 1.98 -1.12
H -6.27 3.71 0.45
H -5.07 4.16 2.56
H -2.98 2.90 3.14
C 3.61 -1.76 2.59
C 2.75 -1.30 3.77
C 1.48 -0.78 3.11
O 1.75 -0.59 1.70
C 3.13 -0.86 1.46
H 4.68 -1.66 2.77
H 3.40 -2.80 2.35
H 3.25 -0.48 4.29
H 2.54 -2.10 4.48
H 0.65 -1.49 3.21
H 1.16 0.19 3.53
H 3.69 0.09 1.47
H 3.24 -1.31 0.46

No. 10
17
Properties=species:S:1:pos:R:3 method="wB97M-V/def2-TZVPD" total_charge=0 energy_ev=-23762.8124 gap_ev=9.21 homo_energy_ev=-9.430 e_above_lowest_kcal_mol=61.3
C -0.65 1.07 0.23
C -0.57 -1.70 0.12
C 0.74 1.42 0.66
C 1.70 0.15 0.42
C -0.06 -0.66 -0.83
N 1.28 -0.37 -0.84
O -1.91 -1.72 0.20
O 0.14 -2.52 0.69
O -2.89 0.45 -0.59
S -2.17 1.56 0.11
H 1.05 2.24 0.16
H 0.89 1.73 1.64
H 2.67 0.54 0.51
H 1.59 -0.54 1.13
H -0.75 -0.71 -1.60
H 1.42 0.06 -1.72
H -2.47 -0.97 -0.29

No. 11
18
Properties=species:S:1:pos:R:3 method="wB97M-V/def2-TZVPD" smiles="CC(N)=O.CC(N)=O" total_charge=0 energy_ev=-11386.0095 gap_ev=10.23 homo_energy_ev=-9.580 e_above_lowest_kcal_mol=20.6
C 2.21 1.40 1.86
C 0.83 0.99 1.51
N 0.04 0.69 2.61
O 0.26 1.08 0.44
H 2.57 2.40 1.63
H 2.96 0.75 1.38
H 2.48 1.33 2.93
H -0.94 0.47 2.56
H 0.43 0.68 3.54
C -0.32 -1.72 -2.14
C -1.76 -1.37 -1.91
N -1.97 -0.03 -2.01
O -2.71 -2.14 -1.91
H 0.39 -0.90 -2.38
H -0.24 -2.42 -3.01
H 0.06 -2.19 -1.23
H -2.95 0.23 -1.96
H -1.34 0.75 -1.91